1.
# H2P2S2

A molecular structure, H2P2S2 in a non-equilibrium geometry (ωB97M-V with the def2-TZVPD basis set, the OMol25 dataset).

Its net charge is 0. The value obtained for the energy above the lowest of the compared OMol25 structures with the same formula, charge and spin is 42.0 kcal/mol. The HOMO-LUMO gap is 7.4174 eV. The calculation puts the HOMO energy at -8.1 eV.

The geometry in XYZ format:
```
6
Properties=species:S:1:pos:R:3:lowdin_charge:R:1
P -1.1514 -0.8729 0.0965 0.05
P 1.1519 0.7769 -0.2949 0.19
S -0.9598 1.1933 -0.1415 -0.02
S 0.9002 -1.3574 -0.3146 -0.01
H -1.3079 -0.8959 2.2064 -0.02
H 1.3669 1.1560 -1.5519 -0.19
```

---

2.
# C3H4BrNO2

2 unconnected molecules or ions with the total composition C3H4BrNO2 in a non-equilibrium geometry (ωB97M-V with the def2-TZVPD basis set, the OMol25 dataset).

Its net charge is 0. Its spin multiplicity is 3. The value obtained for the energy above the lowest of the compared OMol25 structures with the same formula, charge and spin is 84.8 kcal/mol. The HOMO-LUMO gap (alpha / beta) is 8.5349 / 7.8336 eV. The calculation puts the HOMO energy (alpha / beta) at -7.7 / -9.4 eV.

The geometry in XYZ format:
```
11
Properties=species:S:1:pos:R:3:lowdin_charge:R:1
C 0.8322 -0.4827 0.1260 -0.30
C 2.1013 -0.2053 0.0529 -0.57
C -0.3834 0.4447 0.3640 -0.09
N 3.9916 -1.8508 0.0588 -0.31
O 3.7271 -2.9708 0.1819 0.15
O 4.8514 -1.1013 -0.1080 0.05
Br 3.2622 1.2473 -0.0717 0.74
H 0.5527 -1.6095 0.2263 0.13
H -0.3504 1.3087 -0.3635 0.10
H -1.1551 -0.2553 0.3723 0.04
H -0.0713 0.8230 1.3522 0.08
```

---

3.
# C3H4FNOS2

C3H4FNOS2 in the gas phase in a non-equilibrium geometry (ωB97M-V with the def2-TZVPD basis set, the OMol25 dataset).

As for the structure (SMILES): O=C(CF)NSC=S. Its net charge is 0. The value obtained for the energy above the lowest of the compared OMol25 structures with the same formula, charge and spin is 67.9 kcal/mol. The HOMO-LUMO gap is 8.4221 eV. The calculation puts the HOMO energy at -8.9 eV.

The geometry in XYZ format:
```
12
Properties=species:S:1:pos:R:3:lowdin_charge:R:1
O -1.8369 1.8865 -0.4607 -0.04
C -1.6015 0.5669 -0.3381 -0.42
C -2.2416 -0.4613 0.5657 -0.19
F -1.3298 -1.0003 1.3874 -0.03
N -0.4671 0.1970 -0.8928 -0.28
S 0.5532 -1.1286 -0.8286 0.90
C 2.0078 -0.4987 -0.1333 -1.05
S 2.1879 0.8999 0.6531 0.60
H -2.7024 -1.3069 -0.0879 0.15
H -3.1953 -0.0138 1.1026 0.16
H -0.1566 0.9195 -1.4551 0.08
H 3.1433 -1.0501 0.1302 0.10
```

---

4.
# C4H10N2O

C4H10N2O in the gas phase in a non-equilibrium geometry (ωB97M-V with the def2-TZVPD basis set, the OMol25 dataset).

As for the structure (SMILES): CN[C@@H](N)C(C)=O. Its net charge is 0. The value obtained for the energy above the lowest of the compared OMol25 structures with the same formula, charge and spin is 65.7 kcal/mol. The HOMO-LUMO gap is 9.2910 eV. The calculation puts the HOMO energy at -8.4 eV.

The geometry in XYZ format:
```
17
Properties=species:S:1:pos:R:3:lowdin_charge:R:1
C -0.9453 -0.2570 -1.8089 -0.18
N -0.0184 0.4917 -1.0687 -0.10
C 0.7223 -0.1663 0.0136 -0.38
N 2.1410 0.0076 -0.1857 0.06
C 0.2220 0.4880 1.3215 -0.40
C -1.1993 0.1817 1.6958 -0.01
O 0.9422 1.2141 1.9622 0.08
H -1.4734 -1.1056 -1.2831 0.06
H -1.4076 0.3324 -2.5976 0.07
H -0.5593 -1.3861 -2.2414 0.11
H 0.6274 1.0480 -1.6231 0.12
H 0.4664 -1.2339 0.0224 0.14
H 2.4496 0.8647 0.2654 0.07
H 2.6711 -0.7663 0.1941 0.08
H -1.4920 0.7609 2.5688 0.08
H -1.8508 0.4085 0.8522 0.08
H -1.2958 -0.8824 1.9123 0.09
```

---

5.
# C4H12N2S

2 unconnected molecules or ions with the total composition C4H12N2S in a non-equilibrium geometry (ωB97M-V with the def2-TZVPD basis set, the OMol25 dataset).

Its net charge is -1. Its spin multiplicity is 2. The value obtained for the energy above the lowest of the compared OMol25 structures with the same formula, charge and spin is 30.6 kcal/mol. The HOMO-LUMO gap (alpha / beta) is 6.8590 / 6.0544 eV. The calculation puts the HOMO energy (alpha / beta) at -2.8 / -2.8 eV.

The geometry in XYZ format:
```
19
Properties=species:S:1:pos:R:3:lowdin_charge:R:1
C -0.8003 -0.2343 0.6905 -0.28
N -0.8284 1.0815 -0.0117 -0.01
C 0.3991 1.3873 -0.7668 -0.34
C 1.7467 0.9551 -0.1159 -0.74
S 2.2569 -0.7887 -0.3422 0.17
C -1.4451 -1.2743 -0.2660 -0.30
N -2.5419 -0.6617 -1.0685 -0.04
H 0.1633 -0.5827 1.0485 0.01
H -1.4704 0.0602 1.5361 0.10
H 2.1002 -0.8470 3.0293 0.01
H 0.4004 2.4187 -1.1401 0.08
H 0.4326 0.7871 -1.6946 0.09
H 2.5116 1.5359 -0.6384 0.02
H 1.6522 1.2739 0.9247 0.03
H -1.7336 -2.2169 0.2327 0.09
H -0.5735 -1.5923 -0.8252 0.05
H -2.3814 -1.0091 -2.0195 0.05
H 2.3193 -0.6514 2.3351 -0.05
H -2.2076 0.3588 -0.9081 0.05
```

---

6.
# C5H10O2

2 unconnected molecules or ions with the total composition C5H10O2 in a non-equilibrium geometry (ωB97M-V with the def2-TZVPD basis set, the OMol25 dataset).

As for the structure (SMILES): C=C(O)/C=C/C.O. Its net charge is 0. The value obtained for the energy above the lowest of the compared OMol25 structures with the same formula, charge and spin is 53.7 kcal/mol. The HOMO-LUMO gap is 9.5325 eV. The calculation puts the HOMO energy at -8.9 eV.

The geometry in XYZ format:
```
17
Properties=species:S:1:pos:R:3:lowdin_charge:R:1
C 2.0662 0.7771 -0.6048 0.07
C 1.1404 0.0481 0.0233 -0.43
O 1.3731 -1.3212 0.1841 0.00
C -0.0849 0.5736 0.6009 -0.10
C -0.9796 -0.1110 1.3115 -0.13
C -2.2325 0.5276 1.8192 -0.10
H 2.7915 0.3523 -1.2810 0.07
H 2.0247 1.8523 -0.5248 0.06
H 1.0798 -1.7851 -0.6116 0.10
H -0.1537 1.6562 0.5243 0.12
H -0.8264 -1.1686 1.4870 0.11
H -2.0478 1.5782 2.0542 0.08
H -2.6004 0.0448 2.7219 0.07
H -3.0553 0.4430 1.1138 0.08
O -0.8460 -0.3039 -2.6856 -0.05
H -1.0229 -0.8059 -1.8842 0.02
H -0.3244 0.4517 -2.3871 0.02
```

---

7.
# C35H28BrN8OSeW

A molecular structure, C35H28BrN8OSeW (ωB97M-V with the def2-TZVPD basis set, the OMol25 dataset).

Its net charge is +3. Its spin multiplicity is 3. The value obtained for the energy above the lowest of the compared OMol25 structures with the same formula, charge and spin is 22.3 kcal/mol. The HOMO-LUMO gap (alpha / beta) is 4.8856 / 5.0048 eV. The calculation puts the HOMO energy (alpha / beta) at -15.0 / -15.0 eV.

The geometry in XYZ format:
```
75
Properties=species:S:1:pos:R:3:lowdin_charge:R:1
W 1.0704 0.9105 -0.0213 1.51
C 0.8969 -1.3272 3.8543 0.00
C 2.2363 -1.5298 4.1481 0.01
C 3.1968 -0.9476 3.3320 0.03
C 2.7947 -0.1764 2.2588 -0.21
N 1.4861 0.0188 1.9679 -0.07
C 0.5677 -0.5612 2.7534 -0.11
C 3.7246 0.5683 1.3877 -0.18
C 5.0917 0.6628 1.5360 0.05
C 5.7910 1.5529 0.7251 0.04
C 5.1084 2.3964 -0.1376 0.06
C 3.7348 2.2715 -0.2282 -0.15
N 3.0929 1.3042 0.4530 -0.03
C 2.8063 3.2332 -0.8486 -0.19
C 3.1850 4.2555 -1.6894 0.05
C 2.2293 5.1880 -2.0775 0.02
C 0.9348 5.0625 -1.6030 0.02
C 0.6176 3.9825 -0.7971 -0.07
N 1.5291 3.0781 -0.4232 -0.03
H 0.1147 -1.7486 4.4707 0.13
H 2.5319 -2.1212 5.0048 0.14
H 4.2475 -1.0794 3.5498 0.13
H -0.4668 -0.4028 2.4781 0.10
H 5.6158 0.0902 2.2877 0.13
H 6.8658 1.6375 0.8226 0.14
H 5.6340 3.1660 -0.6846 0.14
H 4.2056 4.3357 -2.0371 0.13
H 2.4996 6.0059 -2.7321 0.14
H 0.1699 5.7828 -1.8568 0.13
H -0.3908 3.8371 -0.4355 0.12
Br -4.6854 -4.4809 0.1637 0.80
C -4.9722 -2.8133 -0.6809 -0.68
C -4.2527 -2.4960 -1.8247 -0.11
C -4.4662 -1.2745 -2.4469 -0.02
C -5.4165 -0.4013 -1.9293 -0.27
C -6.1799 -0.7584 -0.8254 -0.01
C -5.9391 -1.9572 -0.1758 -0.10
N -5.7607 0.8366 -2.5511 0.12
N -4.8996 1.6506 -2.8781 0.11
C -3.5009 1.4337 -2.6322 -0.20
C -2.6367 1.3518 -3.6980 0.02
C -1.2493 1.2127 -3.5130 0.07
C -0.7373 1.1796 -2.2367 -0.33
O 0.5733 1.0722 -1.9287 -0.35
C -1.6045 1.3413 -1.1356 -0.17
N -1.0010 1.3628 0.1005 -0.07
C -1.7573 1.6084 1.1771 -0.09
C -3.1278 1.8002 1.0888 0.01
C -3.7490 1.7304 -0.1447 0.08
C -2.9907 1.4869 -1.2988 -0.08
H -3.5592 -3.2096 -2.2492 0.11
H -3.9335 -1.0375 -3.3593 0.12
H -6.9779 -0.1024 -0.4984 0.13
H -6.5304 -2.2443 0.6828 0.11
H -3.0375 1.3789 -4.7033 0.14
H -0.5915 1.1280 -4.3679 0.14
H -1.2466 1.6819 2.1294 0.12
H -3.6911 2.0155 1.9854 0.13
H -4.8163 1.8963 -0.2244 0.14
C 3.7867 -3.1677 0.2309 0.02
N 2.4329 -3.4438 0.7202 -0.10
C 2.1090 -4.4824 1.5670 0.01
C 0.7687 -4.4533 1.7319 0.01
N 0.2902 -3.3964 0.9862 -0.10
C -1.1345 -3.0821 0.8456 0.00
C 1.3172 -2.7837 0.3803 -0.58
Se 1.1856 -1.4117 -0.9369 0.90
H 4.3295 -4.1062 0.1618 0.12
H 4.3062 -2.4999 0.9157 0.09
H 3.7324 -2.7182 -0.7559 0.08
H 2.8517 -5.1590 1.9539 0.15
H 0.1143 -5.1001 2.2912 0.15
H -1.6882 -4.0012 0.6745 0.07
H -1.2786 -2.4207 -0.0041 0.06
H -1.5070 -2.6119 1.7543 0.10
```

---

8.
# C41H48N9OPtSSb

A molecular structure, C41H48N9OPtSSb (ωB97M-V with the def2-TZVPD basis set, the OMol25 dataset).

Its net charge is +2. Its spin multiplicity is 3. The value obtained for the energy above the lowest of the compared OMol25 structures with the same formula, charge and spin is 0.0 kcal/mol. The HOMO-LUMO gap (alpha / beta) is 8.2777 / 5.8789 eV. The calculation puts the HOMO energy (alpha / beta) at -12.7 / -12.7 eV.

The geometry in XYZ format:
```
102
Properties=species:S:1:pos:R:3:lowdin_charge:R:1
Pt -0.0680 -0.1585 -0.1594 0.86
C 5.0490 -1.5892 1.6554 -0.04
N 4.0043 -0.8250 0.9399 -0.09
C 2.7000 -1.0469 0.9285 -0.15
N 2.1043 -0.1118 0.2038 -0.09
C 3.1404 0.6723 -0.2323 -0.20
N 4.3115 0.2683 0.1959 0.16
C 5.1250 -1.1855 3.1093 -0.20
C 6.2326 -0.5228 3.6156 -0.02
C 6.2622 -0.1417 4.9534 -0.04
C 5.1826 -0.3970 5.7829 0.00
C 4.0682 -1.0597 5.2766 -0.13
C 4.0549 -1.4684 3.9503 0.02
C 2.8963 -1.2860 6.1291 -0.29
N 2.7247 -0.9807 7.3630 0.14
N 1.3978 -1.3324 7.6777 0.14
C 0.8900 -1.8189 6.6050 -0.29
O 1.7779 -1.8286 5.5747 0.11
C -0.4814 -2.2784 6.3629 -0.13
C -1.4311 -2.1905 7.3768 0.00
C -2.7350 -2.5848 7.1279 -0.04
C -3.1012 -3.0603 5.8727 -0.02
C -2.1544 -3.1632 4.8643 -0.20
C -2.5334 -3.7097 3.5069 -0.04
N -2.3854 -2.7013 2.4327 -0.09
C -1.2761 -2.3005 1.8305 -0.14
N -1.5788 -1.3858 0.9208 -0.10
C -2.9427 -1.2740 1.0117 -0.19
N -3.4673 -2.0599 1.9192 0.15
C -0.8426 -2.7803 5.1204 0.02
H 5.9796 -1.3952 1.1396 0.13
H 4.8047 -2.6433 1.5571 0.14
H 2.2169 -1.8630 1.4484 0.13
H 3.0140 1.5515 -0.8542 0.11
H 7.0787 -0.3037 2.9700 0.12
H 7.1354 0.3662 5.3479 0.12
H 5.1872 -0.0866 6.8227 0.13
H 3.1926 -2.0127 3.5794 0.11
H -1.1329 -1.8125 8.3494 0.13
H -3.4766 -2.5229 7.9168 0.12
H -4.1293 -3.3572 5.6845 0.12
H -3.5701 -4.0170 3.4884 0.13
H -1.9129 -4.5624 3.2443 0.14
H -0.2896 -2.6818 2.0554 0.13
H -3.5376 -0.6130 0.3924 0.12
H -0.0806 -2.8724 4.3535 0.11
C -1.4473 -1.7442 -5.4841 -0.11
C -1.6410 -2.0755 -4.0046 -0.52
C -3.1089 -2.0939 -3.5829 -0.13
Sb -0.4920 -0.7113 -2.7637 1.51
C -1.1074 1.2939 -3.2618 -0.55
C -2.4468 1.5758 -2.5692 -0.15
C -1.1624 1.6226 -4.7588 -0.11
C 1.5965 -0.8989 -3.2780 -0.56
C 2.1243 -2.2024 -2.6715 -0.16
C 1.9309 -0.7858 -4.7697 -0.12
H -1.8285 -2.5889 -6.0689 0.10
H -0.4069 -1.5928 -5.7721 0.05
H -2.0186 -0.8647 -5.7762 0.07
H -1.1812 -3.0383 -3.7774 0.08
H -3.5959 -1.1377 -3.7828 0.07
H -3.2475 -2.3459 -2.5294 0.07
H -3.6330 -2.8502 -4.1765 0.09
H -0.3307 1.8931 -2.7847 0.05
H -3.2440 0.9394 -2.9636 0.07
H -2.7442 2.6159 -2.7437 0.08
H -2.3920 1.4178 -1.4883 0.03
H -2.0554 1.2022 -5.2243 0.07
H -0.2891 1.2730 -5.3140 0.06
H -1.2175 2.7089 -4.8849 0.08
H 2.0177 -0.0476 -2.7404 0.05
H 1.7253 -3.0751 -3.1992 0.08
H 1.8715 -2.3030 -1.6132 0.03
H 3.2168 -2.2390 -2.7613 0.09
H 1.5827 -1.6597 -5.3259 0.07
H 3.0191 -0.7419 -4.8924 0.09
H 1.5157 0.1112 -5.2343 0.06
N -0.3040 1.8133 0.4844 -0.49
S 0.5304 3.1508 0.1676 1.06
C 0.3925 4.1373 1.6542 -0.39
C 0.1047 3.4978 2.8507 -0.08
C 0.0065 4.2639 4.0067 -0.05
C 0.2119 5.6349 3.9539 -0.05
C 0.5270 6.2540 2.7476 -0.05
C 0.6248 5.5078 1.5853 -0.07
C -0.3516 4.1862 -0.9707 -0.44
C 0.2793 4.5259 -2.1589 -0.09
C -0.4067 5.3085 -3.0815 -0.05
C -1.7000 5.7310 -2.8043 -0.04
C -2.3216 5.3741 -1.6073 -0.05
C -1.6479 4.5982 -0.6809 -0.08
H -1.2717 2.0051 0.7246 0.02
H -0.0454 2.4257 2.8778 0.10
H -0.2296 3.7826 4.9486 0.12
H 0.1289 6.2266 4.8575 0.12
H 0.6920 7.3245 2.7104 0.12
H 0.8686 5.9916 0.6445 0.12
H 1.2998 4.2045 -2.3548 0.12
H 0.0727 5.5886 -4.0119 0.12
H -2.2292 6.3483 -3.5213 0.12
H -3.3286 5.7104 -1.3938 0.12
H -2.1187 4.3419 0.2650 0.13
```

---

9.
# C7H15N2PS2

2 unconnected molecules or ions with the total composition C7H15N2PS2 in a non-equilibrium geometry (ωB97M-V with the def2-TZVPD basis set, the OMol25 dataset).

Its net charge is 0. Its spin multiplicity is 3. The HOMO-LUMO gap (alpha / beta) is 7.8995 / 7.5061 eV. The calculation puts the HOMO energy (alpha / beta) at -7.3 / -9.3 eV.

The geometry in XYZ format:
```
27
Properties=species:S:1:pos:R:3:lowdin_charge:R:1
C -1.3349 0.7781 -2.3703 -0.15
C -1.0161 1.3562 -1.0501 -0.18
C -2.0421 -0.7492 -0.8558 -0.14
C 0.2037 -0.9951 -1.5171 -0.11
C -1.1513 -0.7499 -2.0939 -0.27
C -1.2058 0.2225 -0.0847 -0.29
C 0.0362 -0.6005 0.0030 -0.41
N 1.3294 1.4326 4.0916 -0.32
N 1.3159 -0.0658 0.3324 0.06
P 1.7549 0.4709 2.9539 0.18
S 1.6335 -1.6472 3.3039 0.43
S 3.8131 1.0801 2.5817 0.30
H -2.4566 0.9678 -2.6581 0.15
H -0.7190 1.2422 -3.1037 0.10
H -0.0272 1.7884 -1.1354 0.11
H -1.5106 2.2718 -0.8490 0.11
H -3.1442 -0.4682 -1.0401 0.15
H -2.1209 -1.6857 -0.2176 0.14
H 0.7524 -2.0224 -1.5922 0.16
H 0.9140 -0.3293 -1.9186 0.09
H -1.1088 -1.5088 -2.9159 0.15
H -1.5800 0.3973 0.9168 0.15
H -0.1077 -1.4124 0.7281 0.12
H 0.6766 1.0204 4.6991 -0.05
H 1.4182 0.9120 0.1264 0.03
H 1.5376 -1.8352 2.1039 -0.34
H 4.1397 0.1295 1.5615 -0.15
```